{
  "formula": "C6H16O5P",
  "method": "ωB97M-V/def2-TZVPD",
  "elements": ["C", "C", "O", "O", "C", "C", "C", "C", "O", "P", "O", "H", "H", "H", "H", "H", "H", "H", "H", "H", "H", "H", "H", "H", "H", "O", "H", "H"],
  "xyz": [[-1.337556, -0.215424, 2.472503], [-2.309049, 0.860800, 1.709437], [-3.227755, 1.495525, 2.489493], [-2.261703, 1.248660, 0.292952], [-1.438988, 0.338205, -0.516998], [0.093195, 0.916265, -0.509660], [1.228154, -0.086697, -1.131150], [1.059285, -1.711457, -1.035911], [2.044299, -2.373467, -0.133617], [2.626374, -1.051935, 0.901093], [2.510489, 0.152726, -0.391523], [-1.944517, -0.590689, 3.428514], [-0.332357, 0.245300, 2.868323], [-1.115383, -1.198703, 1.848817], [-1.553818, -0.792963, -0.246544], [-1.833495, 0.445174, -1.638748], [0.386964, 1.344090, 0.565413], [0.083540, 1.880330, -1.214261], [1.466484, 0.277879, -2.217847], [1.292184, -2.040070, -2.159601], [0.042424, -2.195278, -0.721987], [2.688655, -1.855910, 2.121282], [3.957765, -1.511094, 0.584154], [3.200881, 0.059346, 1.661368], [1.256201, -0.855832, 1.301386], [-2.090664, 2.029218, -3.363080], [-2.216676, 2.443455, -4.230013], [-2.274937, 2.742546, -2.733796]],
  "forces_ev_per_angstrom": [[-0.6, -1.0, 0.2], [-4.1, 3.5, 3.0], [5.6, -3.7, -5.1], [0.3, -2.6, 3.7], [1.2, 0.1, -2.0], [-0.3, 0.6, -0.3], [1.8, 0.8, 1.3], [0.3, -1.7, -1.1], [-1.7, 2.6, -1.8], [1.3, -0.1, 1.7], [-2.5, -1.0, -1.6], [1.2, 1.2, -2.2], [-2.0, -0.7, -1.2], [-0.2, 2.4, 1.1], [0.3, 2.3, -0.1], [0.7, -0.2, 2.6], [-0.6, -1.4, -2.3], [-0.1, -2.0, 1.5], [-0.8, -1.0, 1.8], [-0.5, 0.3, 2.3], [1.4, 1.4, -0.8], [0.1, -0.4, -0.2], [0.0, 0.3, -0.5], [-0.4, -0.2, 0.2], [-0.3, 0.6, -0.4], [-0.2, 0.5, -0.3], [0.1, -0.2, 0.3], [0.1, -0.3, -0.1]],
  "charge": -1,
  "gap_ha": 0.23894,
  "e_lumo_ev": 2.50,
  "homo_energy_ha": -0.147,
  "energy_ev": -26003.1900
}